{"formula": "CH3N3S", "method": "ωB97M-V/def2-TZVPD", "lumo_ev": 0.20, "orbital_gap_ha": 0.3649, "smiles": "N#CSNN", "total_charge": 0, "species": ["N", "C", "S", "N", "N", "H", "H", "H"], "coordinates": [[2.584019, -1.086028, 0.151058], [2.039302, -0.092279, 0.263963], [0.918673, 1.240264, 0.287791], [-0.248014, 0.237907, -0.553520], [-1.279885, -0.206588, 0.413260], [-0.537698, 0.919526, -1.290108], [-2.176334, 0.148569, 0.097140], [-1.300060, -1.161374, 0.630413]], "atomic_forces_ev_per_a": [[1.056, -1.253, 0.015], [-1.161, 2.077, 0.264], [0.769, -1.607, -0.260], [-0.523, 0.601, 0.922], [0.066, 3.376, -1.461], [-0.776, -1.272, 0.809], [0.093, -0.328, 0.249], [0.476, -1.595, -0.538]], "nbo_charge": [-0.32, 0.04, 0.43, -0.58, -0.69, 0.38, 0.36, 0.37]}